{
  "formula": "C3H6INOS",
  "method": "ωB97M-V/def2-TZVPD",
  "elements": ["N", "C", "O", "C", "S", "C", "I", "H", "H", "H", "H", "H", "H"],
  "xyz": [[-0.3564, -1.5928, -1.4234], [0.2037, -0.4022, -0.9925], [0.8019, 0.4229, -1.6288], [0.0174, -0.1927, 0.5531], [-1.6462, -0.2381, 1.0113], [0.9409, 1.4202, 0.8870], [0.3434, 1.9427, 2.8512], [-1.0714, -2.1671, -0.9840], [-0.2019, -1.9668, -2.3363], [0.6768, -0.7025, 1.1790], [-2.0687, 0.2788, -0.0245], [0.4951, 2.1148, 0.2167], [1.8655, 1.0827, 0.6912]],
  "molar_mass_g_mol": 231.06,
  "relative_energy_kj_mol": 137.4,
  "homo_lumo_gap_ha": 0.3513,
  "smiles": "NC(=O)[C@H](S)CI",
  "total_energy_ev": -25680.3629,
  "total_charge": 0
}

---

{
  "formula": "C5H5FIN",
  "method": "ωB97M-V/def2-TZVPD",
  "elements": ["C", "C", "C", "C", "C", "N", "F", "I", "H", "H", "H", "H", "H"],
  "xyz": [[0.5577, -1.7821, -0.3018], [1.7856, -1.7040, 0.1847], [0.4966, 0.8151, 1.3381], [-0.2186, 0.5080, 0.3049], [-1.1942, 1.4907, -0.2971], [-0.4446, -0.7676, -0.2402], [2.5721, -2.7655, 0.2520], [1.4385, 2.5215, 1.8519], [0.2899, -2.7445, -0.7814], [-2.0426, 0.8602, -0.7016], [-1.3258, 2.2203, 0.5124], [-0.8057, 2.0433, -1.0360], [-1.1090, -0.6954, -1.0860]],
  "molar_mass_g_mol": 225.00,
  "relative_energy_kj_mol": 542.6,
  "homo_lumo_gap_ha": [0.2633, 0.2785],
  "total_energy_ev": -17567.6091,
  "total_charge": 0
}

---

{
  "formula": "C5H13CaO3",
  "method": "ωB97M-V/def2-TZVPD",
  "elements": ["C", "C", "O", "C", "C", "O", "C", "H", "H", "H", "H", "H", "H", "H", "H", "H", "H", "H", "Ca", "O", "H", "H"],
  "xyz": [[-1.3220, -1.2426, -1.8882], [-0.2781, -0.1574, -1.9654], [-0.0463, 0.4258, -0.6740], [1.0032, 1.3881, -0.6680], [1.3625, 1.8257, 0.7381], [2.3220, 1.0277, 1.3803], [1.8732, -0.2314, 1.8200], [-1.5808, -1.4981, -2.9290], [-2.3727, -1.1647, -1.5797], [-0.6032, 0.6554, -2.6336], [0.6852, -0.5438, -2.3348], [0.6712, 2.2578, -1.2573], [1.8947, 0.9540, -1.1473], [0.4482, 1.9080, 1.3584], [1.7968, 2.8317, 0.6656], [2.6387, -0.6365, 2.4925], [0.9253, -0.1406, 2.3801], [1.7244, -0.9330, 0.9839], [-1.6157, -0.0770, 0.8639], [-1.2081, -2.0828, 0.9043], [-0.4566, -2.4530, 1.3708], [-0.9813, -2.1361, -1.0980]],
  "molar_mass_g_mol": 161.23,
  "multiplicity": 2,
  "homo_lumo_gap_ha": [0.1749, 0.3582],
  "total_energy_ev": -29974.6201,
  "total_charge": 0
}

---

{
  "formula": "C16H48N6O10",
  "method": "ωB97M-V/def2-TZVPD",
  "elements": ["C", "O", "C", "C", "C", "N", "H", "H", "H", "H", "H", "H", "H", "H", "H", "H", "H", "C", "O", "C", "C", "C", "N", "H", "H", "H", "H", "H", "H", "H", "H", "H", "H", "H", "N", "C", "N", "O", "H", "H", "H", "H", "N", "C", "N", "O", "H", "H", "H", "H", "O", "C", "C", "O", "H", "H", "H", "H", "H", "H", "O", "C", "C", "O", "H", "H", "H", "H", "H", "H", "O", "C", "C", "O", "H", "H", "H", "H", "H", "H"],
  "xyz": [[-2.4673, -1.9275, -3.1074], [-3.5659, -2.0315, -2.2588], [-3.5977, -3.2348, -1.4405], [-4.6818, -3.2284, -0.2982], [-4.9366, -1.8675, 0.4354], [-4.5113, -4.3955, 0.5749], [-2.5591, -2.7877, -3.7705], [-1.5151, -2.1236, -2.6144], [-2.4147, -1.0435, -3.7428], [-3.7743, -4.1629, -1.9840], [-2.6148, -3.3272, -0.9784], [-5.5355, -3.3706, -0.9607], [-5.9755, -1.8993, 0.7635], [-4.9532, -1.0861, -0.3244], [-4.2232, -1.6512, 1.2307], [-3.7497, -4.3731, 1.2379], [-5.2600, -4.2634, 1.2399], [3.4004, 1.7979, 0.4263], [4.4198, 2.6391, 0.9043], [4.8218, 3.6225, -0.0697], [5.9611, 4.5511, 0.4102], [5.7223, 5.1447, 1.7775], [6.0436, 5.6877, -0.5092], [2.4755, 2.3566, 0.2831], [3.0153, 1.0995, 1.1693], [3.5798, 1.3996, -0.5723], [5.1008, 3.0987, -0.9840], [3.9396, 4.2155, -0.3108], [6.8852, 3.9928, 0.2605], [5.0246, 5.9822, 1.7835], [6.6241, 5.5060, 2.2718], [5.3248, 4.4202, 2.4882], [5.2797, 6.3416, -0.4148], [5.8555, 5.3276, -1.4339], [-2.7064, 0.7266, 2.3987], [-3.7735, 1.4126, 2.2776], [-3.8395, 1.9233, 1.0524], [-4.5150, 1.6387, 3.2252], [-2.1824, 0.5839, 1.5472], [-2.4035, 0.4188, 3.3118], [-3.2000, 1.5850, 0.3476], [-4.5934, 2.5154, 0.7344], [-1.6385, -1.5479, 0.7207], [-0.9404, -0.5427, 0.2303], [0.1177, -0.2257, 0.9145], [-1.4271, 0.1855, -0.5900], [-1.3303, -2.1533, 1.4680], [-2.5251, -1.7207, 0.2687], [0.5248, -0.9460, 1.4937], [0.5192, 0.6779, 0.7085], [1.4219, -2.9218, 1.4836], [0.4685, -3.9134, 1.2871], [-0.2710, -4.1880, 2.6597], [-1.4743, -3.4334, 2.8094], [2.2188, -3.2792, 1.0851], [-0.1682, -3.7321, 0.4212], [1.0416, -4.8124, 1.0604], [0.4466, -4.2714, 3.4759], [-0.6517, -5.2078, 2.6030], [-2.1060, -4.1044, 3.0782], [2.8123, -3.3081, -3.0700], [1.5055, -2.8365, -2.8509], [1.4640, -1.2767, -2.7796], [1.7677, -0.8030, -1.4440], [3.3613, -3.0319, -2.3325], [0.8696, -3.1941, -3.6607], [1.0509, -3.3282, -1.9909], [0.4748, -0.8347, -2.8989], [2.1367, -0.8393, -3.5173], [1.0027, -0.6042, -0.8992], [0.2504, 3.1208, 0.9224], [0.0297, 4.0571, -0.1732], [0.0828, 3.3882, -1.5705], [-1.1103, 2.6527, -1.7284], [0.1412, 3.6025, 1.7456], [-0.9355, 4.5190, 0.0342], [0.8402, 4.7828, -0.1050], [1.0218, 2.8419, -1.6586], [0.1768, 4.2321, -2.2540], [-1.0937, 1.7824, -1.3236]],
  "molar_mass_g_mol": 484.59,
  "relative_energy_kj_mol": 185.5,
  "homo_lumo_gap_ha": 0.3395,
  "smiles": "COC[C@H](C)N.COC[C@H](C)N.NC(N)=O.NC(N)=O.OCCO.OCCO.OCCO",
  "total_energy_ev": -46783.0399,
  "total_charge": 0
}